# 1
One molecule with the formula C4H11NO in a non-equilibrium geometry. Source: OMol25; level of theory: ωB97M-V/def2-TZVPD.

Each line ends with the Mulliken charge.
Atoms and positions in Å:
C -0.6859 -1.3733 -0.5595  -1.50
C -0.7862 -0.0634 0.1851  0.52
N -1.9771 0.7252 -0.2169  -0.68
C 0.4938 0.8086 0.3029  0.25
C 1.6363 0.0648 0.9150  -1.41
O 0.8510 1.2635 -1.0293  -0.58
H -0.6386 -1.2441 -1.6391  0.32
H 0.2449 -1.9513 -0.2742  0.36
H -1.5511 -1.9542 -0.2759  0.40
H -0.9109 -0.5033 1.2441  0.11
H -1.8112 1.4447 -0.8695  0.27
H -2.6487 0.1261 -0.7862  0.25
H 0.2451 1.6926 0.8590  0.30
H 1.3613 -0.3913 1.9884  0.28
H 1.8794 -0.7742 0.2297  0.38
H 2.4748 0.7306 1.1050  0.42
H 1.8232 1.3990 -1.1787  0.30

Properties
SMILES ... C[C@H](N)[C@@H](C)O
LUMO ... 0.90 eV
Frontier orbital gap ... 10.04 eV
F_max ... 2.74 eV/A
Highest occupied orbital energy ... -9.144 eV

# 2
A 3-piece molecular cluster, C4H11NO overall in a non-equilibrium geometry. Source: OMol25; level of theory: ωB97M-V/def2-TZVPD.

Each line ends with the Mulliken charge.
Atoms and positions in Å:
C 1.3338 1.3576 1.3271  -0.76
C 0.7004 0.7701 0.2209  0.32
C -0.3266 -0.1293 0.1585  -0.73
N -1.0476 -0.3041 -1.0525  -0.26
C -2.3886 0.2383 -1.0301  -0.81
H 1.8361 0.3407 3.0094  0.61
H 1.3673 0.9470 2.3739  -0.58
H 2.0860 2.1303 1.1832  0.30
H 1.1553 1.1465 -0.7032  0.34
H -0.8285 -0.4982 1.0593  0.33
H -1.0811 -1.3057 -1.2228  0.27
H -2.4249 1.3152 -1.1155  0.27
H -2.8758 -0.1616 -1.9296  0.33
H -3.0006 0.0542 -0.1167  0.30
H 2.5260 -1.9730 -0.9666  0.32
H 1.3235 -1.5567 -0.3772  0.36
O 1.6452 -2.3711 -0.8181  -0.63

Properties
LUMO ... -1.55 eV
Frontier orbital gap ... 6.11 eV
F_max ... 2.21 eV/A
Highest occupied orbital energy ... -7.665 eV

# 3
A 2-piece molecular cluster, C4H11NO2 overall in a non-equilibrium geometry. Source: OMol25; level of theory: ωB97M-V/def2-TZVPD.

Each line ends with the Löwdin spin population.
Atoms and positions in Å:
C 2.4696 -0.6445 -2.1803  0.38
O 1.3251 -0.6522 -1.3389  0.14
H 0.6077 -1.0768 -1.8593  0.12
H 2.3955 0.1375 -2.9443  0.05
H 2.5404 -1.5995 -2.7221  0.06
H 3.3706 -0.4938 -1.5873  0.02
C -0.5380 -0.6494 0.9402  0.05
C 0.1919 -0.4557 2.2664  0.02
C -1.2657 0.5804 0.4578  0.04
O -2.1581 1.0849 1.1345  0.01
N -0.8624 1.0943 -0.7239  0.03
H -0.1034 -1.3798 0.2694  0.03
H -1.3817 -1.2995 1.2442  0.01
H -0.5214 -0.3016 3.0700  0.00
H -1.2978 1.9453 -1.0466  0.02
H -0.0036 0.7530 -1.1515  0.02
H 0.9146 0.3636 2.1922  0.01
H 0.7757 -1.3474 2.5334  0.01

Properties
Spin multiplicity ... 2
<S²> ... 0.7503
LUMO (spin up / spin down) ... 3.87 / 3.74 eV
Net charge ... -1
Frontier orbital gap (spin up / spin down) ... 3.03 / 10.07 eV
F_max ... 3.02 eV/A
Highest occupied orbital energy (spin up / spin down) ... 0.841 / -6.332 eV

# 4
A 2-piece molecular cluster, C4H11NO2 overall in a non-equilibrium geometry. Source: OMol25; level of theory: ωB97M-V/def2-TZVPD.

Each line ends with the Löwdin spin population.
Atoms and positions in Å:
C 0.6440 -0.6693 -1.3536  0.04
C -0.6402 -1.4913 -1.2360  0.09
C 0.4710 0.7223 -0.7738  0.02
N -0.1704 0.7866 0.4385  0.02
C -0.7657 2.0509 0.8287  0.03
O 1.0025 1.6926 -1.3009  0.01
H 1.5019 -1.2188 -0.9650  0.03
H 0.8879 -0.5449 -2.4147  0.00
H -0.5090 -2.3470 -1.9177  0.01
H -1.5429 -0.9515 -1.5112  0.01
H -0.7686 -1.9484 -0.2540  0.04
H 0.0297 0.1427 1.2011  0.05
H -1.7902 1.9331 1.1799  0.01
H -0.2047 2.5975 1.5968  0.00
H -0.7026 2.6937 -0.0491  0.00
H 0.6586 -2.5589 2.6482  0.13
H -0.8437 -2.8721 2.3746  0.13
O -0.2013 -2.1373 2.4620  0.38

Properties
Spin multiplicity ... 2
<S²> ... 0.7504
LUMO (spin up / spin down) ... 3.69 / 3.52 eV
Net charge ... -1
Frontier orbital gap (spin up / spin down) ... 2.89 / 9.73 eV
F_max ... 2.34 eV/A
Highest occupied orbital energy (spin up / spin down) ... 0.797 / -6.210 eV

# 5
A 3-piece molecular cluster, C4H11NO2 overall in a non-equilibrium geometry. Source: OMol25; level of theory: ωB97M-V/def2-TZVPD.

Each line ends with the Mulliken charge.
Atoms and positions in Å:
C -1.4940 0.3964 1.1544  -0.80
C -1.0055 -0.9649 0.4421  0.45
C 0.1834 -1.7978 -1.4799  -0.85
C 2.1538 2.0528 0.5515  -0.49
H -0.8228 1.2060 0.9238  0.22
H -1.4099 0.0548 2.1847  0.27
H -2.5856 0.4396 0.9134  0.26
H -0.2046 0.3083 -1.0936  0.29
H 0.6155 -2.6989 -1.0220  0.30
H -0.6637 -2.2505 -2.0368  0.31
H 0.8667 -1.5481 -2.4674  0.24
H 2.3096 2.7331 -1.6172  0.33
H 2.1040 1.0496 0.9013  0.22
H 3.0536 2.6176 0.1255  0.30
H 1.8272 2.7743 1.4556  0.20
N -0.1347 -0.7696 -0.6358  -0.13
O -1.5359 -1.9693 0.8299  -0.59
O 1.1391 2.2921 -0.5581  -0.53

Properties
LUMO ... -1.62 eV
Frontier orbital gap ... 7.69 eV
F_max ... 6.20 eV/A
Highest occupied orbital energy ... -9.315 eV

# 6
A 2-piece molecular cluster, C4H11NO2 overall in a non-equilibrium geometry. Source: OMol25; level of theory: ωB97M-V/def2-TZVPD.

Each line ends with the Mulliken charge.
Atoms and positions in Å:
C 1.3730 1.4748 -0.9980  -1.24
C 0.6088 0.5292 -0.1111  0.82
O 1.1358 0.0205 0.8494  -0.68
N -0.7260 0.2886 -0.4064  0.13
C -1.6143 0.1694 0.7289  -1.07
C -1.3330 0.7933 -1.6120  -1.12
H 1.9143 0.9807 -1.8045  0.29
H 2.1433 1.8928 -0.3917  0.37
H 0.7334 2.2028 -1.4783  0.37
H -2.5179 -0.3791 0.4615  0.35
H -1.1903 -0.3672 1.5683  0.29
H -1.9958 1.1406 1.0540  0.35
H -1.6339 1.8385 -1.6210  0.37
H -2.1670 0.1386 -1.8543  0.33
H -0.6411 0.7025 -2.4431  0.41
O 0.7593 -2.7657 1.3578  -0.65
H 0.8034 -1.7952 1.3425  0.39
H 0.0562 -2.9784 1.9920  0.30

Properties
SMILES ... CC(=O)N(C)C.O
LUMO ... 0.73 eV
Frontier orbital gap ... 10.28 eV
F_max ... 1.20 eV/A
Highest occupied orbital energy ... -9.548 eV

# 7
A 2-piece molecular cluster, C4H11NO2 overall in a non-equilibrium geometry. Source: OMol25; level of theory: ωB97M-V/def2-TZVPD.

Each line ends with the Mulliken charge.
Atoms and positions in Å:
C 0.1119 0.4164 1.8972  -1.27
C 0.4780 0.4646 0.4093  -0.42
C -0.7330 0.9325 -0.4211  0.30
N -1.1572 2.2820 -0.1175  -0.64
C -0.3693 0.6942 -1.8751  -0.13
O 0.2408 1.4810 -2.5486  -0.47
H -0.8191 -0.1316 1.9802  0.35
H 0.1454 1.3988 2.3475  0.31
H 0.8432 -0.2059 2.4151  0.37
H 0.6301 -0.5809 0.1001  0.16
H 1.3951 1.0271 0.2529  0.35
H -1.5179 0.1890 -0.2162  0.30
H -1.2211 2.8494 -0.9494  0.22
H -2.0243 2.2936 0.3943  0.23
H -0.8663 -0.1562 -2.3857  0.35
O 1.9395 -4.5394 -0.2664  -0.64
H 1.8989 -3.6149 -0.5702  0.32
H 1.0252 -4.7995 -0.4465  0.32

Properties
SMILES ... CC[C@@H](N)C=O.O
LUMO ... 0.42 eV
Frontier orbital gap ... 9.80 eV
F_max ... 1.66 eV/A
Highest occupied orbital energy ... -9.381 eV

# 8
One molecule with the formula C4H11NO2 in a non-equilibrium geometry. Source: OMol25; level of theory: ωB97M-V/def2-TZVPD.

Each line ends with the Mulliken charge.
Atoms and positions in Å:
C -2.5377 0.8466 0.1125  -1.59
C -1.3249 -0.0408 0.2523  0.55
O -1.1914 -0.9136 -0.8619  -0.57
C -0.0197 0.8563 0.3625  -0.99
N 1.0675 0.5370 -0.5319  -0.31
C 1.7563 -0.6914 -0.2653  -0.32
O 2.3640 -0.6406 1.0267  -0.55
H -2.7267 1.3928 1.0374  0.38
H -3.4095 0.2956 -0.2361  0.37
H -2.3408 1.6392 -0.6165  0.43
H -1.3184 -0.6919 1.1085  0.32
H -1.5712 -0.5236 -1.6519  0.30
H 0.3301 0.7651 1.3835  0.30
H -0.2087 1.9090 0.2561  0.49
H 0.8063 0.6700 -1.4971  0.24
H 1.1356 -1.5892 -0.2155  0.24
H 2.5478 -0.8646 -0.9992  0.36
H 2.8929 0.1307 1.0605  0.32

Properties
SMILES ... C[C@@H](O)CNCO
LUMO ... 0.87 eV
Frontier orbital gap ... 9.71 eV
F_max ... 1.86 eV/A
Highest occupied orbital energy ... -8.844 eV